# 1
The following is a quantum chemistry calculation of C26H47BaF6GeN5O5PS3Si as an isolated structure, from the OMol25 dataset.

XYZ file:
```
96
Properties=species:S:1:pos:R:3:forces:R:3
Ba 0.314 0.428 -0.589 4.1 -1.8 2.8
C 4.989 -4.085 1.130 0.0 0.0 -0.1
Si 4.693 -4.092 -0.727 0.0 0.1 0.0
C 5.126 -5.844 -1.316 -0.1 0.2 0.1
C 5.870 -2.917 -1.602 -0.1 -0.1 0.0
C 2.919 -3.744 -1.265 0.1 -0.2 0.0
C 2.245 -4.656 -2.058 -0.1 0.0 0.0
C 0.991 -4.360 -2.594 0.0 0.1 0.0
C 0.462 -3.120 -2.294 -0.1 -0.1 -0.1
N 1.065 -2.219 -1.524 0.0 0.1 0.0
C 2.282 -2.496 -0.999 0.2 0.1 0.0
S 3.049 -1.289 -0.032 -0.1 0.0 -0.1
H 6.061 -3.992 1.319 0.0 0.0 0.0
H 4.646 -5.017 1.583 0.0 0.0 0.0
H 4.489 -3.252 1.618 0.0 0.1 -0.1
H 6.137 -6.094 -0.985 0.0 0.0 0.0
H 5.105 -5.933 -2.404 0.0 0.0 0.0
H 4.450 -6.595 -0.901 0.0 0.0 0.0
H 6.901 -3.103 -1.291 0.0 0.0 0.0
H 5.626 -1.880 -1.378 -0.1 0.0 0.0
H 5.806 -3.055 -2.683 0.0 0.0 0.0
H 2.698 -5.615 -2.286 0.0 0.0 0.0
H 0.454 -5.052 -3.228 0.0 0.0 0.0
H -0.504 -2.821 -2.694 0.0 0.0 0.0
F -5.068 1.737 -0.155 0.0 0.0 0.0
C -4.231 1.326 -1.107 -0.1 0.0 0.0
F -4.619 0.127 -1.521 0.0 0.0 0.0
F -4.292 2.184 -2.120 0.0 0.0 0.0
S -2.494 1.244 -0.395 -0.1 0.7 -1.6
O -2.139 -0.161 -0.398 -1.2 0.4 -0.2
O -2.540 1.908 0.865 0.1 0.3 -0.4
N -1.517 2.119 -1.463 -1.1 -1.3 -0.6
S -1.184 1.412 -2.946 -0.4 0.6 0.9
O 0.229 1.044 -3.073 -1.2 0.8 -0.3
O -2.148 0.416 -3.300 -0.2 -0.1 -0.3
C -1.380 2.849 -4.145 -0.1 0.1 0.1
F -1.828 3.936 -3.537 0.0 -0.1 -0.1
F -2.258 2.484 -5.079 0.1 0.0 0.0
F -0.218 3.112 -4.728 -0.1 0.0 0.1
O -0.711 -1.442 1.612 0.4 0.4 -0.3
P -1.119 -2.711 2.235 -0.1 -0.1 0.1
N 0.086 -3.306 3.194 -0.4 0.0 0.0
C -0.057 -4.424 4.109 -0.1 0.0 0.1
C 1.314 -5.131 4.081 0.0 0.0 0.0
C 2.251 -4.169 3.323 0.1 0.0 0.0
C 1.471 -2.859 3.201 0.1 0.1 -0.1
N -1.551 -3.946 1.195 0.2 -0.1 0.2
C -2.263 -3.552 -0.027 -0.2 0.1 0.0
C -2.365 -4.849 -0.836 0.0 0.0 0.0
C -1.266 -5.765 -0.259 0.0 0.0 0.0
C -0.520 -4.895 0.752 0.1 0.0 0.0
N -2.493 -2.518 3.147 0.2 -0.1 0.0
C -3.412 -3.585 3.554 -0.1 -0.1 -0.1
C -3.772 -3.242 4.998 0.0 0.0 0.0
C -3.697 -1.717 4.997 0.0 0.0 0.0
C -2.444 -1.459 4.169 0.0 0.1 0.0
H -0.872 -5.082 3.803 0.0 0.0 0.0
H -0.287 -4.070 5.124 0.0 0.0 0.0
H 1.245 -6.092 3.571 0.0 0.0 0.0
H 1.666 -5.331 5.094 0.0 0.0 0.0
H 2.470 -4.550 2.327 0.0 0.0 0.0
H 3.202 -4.028 3.835 0.0 0.0 0.0
H 1.706 -2.293 2.300 0.0 0.0 0.0
H 1.656 -2.208 4.066 0.0 0.0 0.0
H -1.684 -2.797 -0.568 -0.1 0.0 0.0
H -3.231 -3.113 0.218 0.0 0.0 0.0
H -2.216 -4.649 -1.898 0.0 0.0 0.0
H -3.349 -5.306 -0.724 0.0 0.0 0.0
H -0.592 -6.149 -1.023 0.0 0.0 0.0
H -1.715 -6.618 0.253 0.0 0.0 0.0
H 0.324 -4.375 0.278 0.0 -0.1 0.0
H -0.136 -5.474 1.592 0.0 0.0 0.0
H -2.962 -4.572 3.447 0.0 0.0 0.0
H -4.306 -3.569 2.919 0.0 0.0 0.0
H -3.018 -3.651 5.675 0.0 0.0 0.0
H -4.744 -3.637 5.293 0.0 0.0 0.0
H -3.645 -1.273 5.990 0.0 0.0 0.0
H -4.568 -1.306 4.481 0.0 0.0 0.0
H -1.543 -1.565 4.789 0.0 0.0 0.0
H -2.417 -0.475 3.705 0.0 0.0 0.0
C 2.496 5.627 1.078 0.0 -0.2 0.1
Ge 2.176 3.885 0.143 0.0 0.2 -0.4
C 3.889 3.476 -0.761 0.0 0.0 0.0
C 0.970 4.492 -1.333 0.1 0.0 0.1
C 1.523 2.370 1.098 -0.1 0.3 -0.3
H 2.877 6.383 0.387 0.0 0.0 -0.1
H 3.215 5.515 1.892 0.0 0.0 0.0
H 1.560 5.992 1.506 0.0 0.0 0.0
H 4.203 4.294 -1.414 0.0 0.0 0.0
H 3.809 2.571 -1.368 -0.1 0.0 0.0
H 4.678 3.303 -0.026 0.0 0.0 0.0
H 1.233 5.525 -1.574 0.0 0.0 -0.1
H -0.084 4.456 -1.055 0.0 0.0 0.1
H 1.098 3.899 -2.243 0.0 -0.1 0.0
H 0.639 2.704 1.662 0.0 -0.1 0.2
H 2.312 2.080 1.802 -0.1 -0.2 0.1
```
Forces are in eV/Å.

Summary:
Spin multiplicity = 1
Net charge = -1
E_tot = -6196.1250 hartree

---

# 2
The following is a quantum chemistry calculation of C2HBrClIO as an isolated structure, from the OMol25 dataset.

XYZ file:
```
7
Properties=species:S:1:pos:R:3:forces:R:3
C -0.316 0.996 -0.938 -1.3 -2.9 0.4
C -0.140 -0.884 0.625 3.1 3.8 -1.0
O -1.120 0.846 -1.782 1.3 1.0 0.8
Cl 0.882 2.193 -0.555 -0.2 0.1 -0.2
Br -0.005 0.118 2.190 -0.3 -0.2 0.5
I 1.618 -1.768 -0.003 0.3 -0.2 -0.1
H -0.919 -1.501 0.463 -2.9 -1.6 -0.3
```
Forces are in eV/Å.

Summary:
Spin multiplicity = 1
Net charge = 0
E_tot = -3483.8328 hartree

---

# 3
The following is a quantum chemistry calculation of C20H39N8OV as an isolated structure, from the OMol25 dataset.

XYZ file:
```
69
Properties=species:S:1:pos:R:3:forces:R:3
V -0.002 -0.064 -0.030 -0.5 -0.1 -0.3
C -0.283 -2.734 0.902 0.0 -0.2 0.1
N -0.338 -2.266 2.272 0.0 -0.1 -0.1
C -0.812 -3.249 3.236 0.0 0.0 0.0
C -0.817 -2.445 4.521 0.0 0.0 0.0
N -0.986 -1.084 4.021 0.0 0.2 0.1
C -1.092 -0.030 5.019 0.0 0.0 0.0
C -0.549 -0.991 2.733 0.0 -0.2 0.0
N -0.343 0.059 1.986 0.1 -0.4 0.3
C -0.425 1.426 2.480 0.0 0.2 -0.1
C 0.353 2.333 1.538 0.0 0.0 0.0
N 0.025 2.057 0.138 0.0 0.5 -0.1
C 0.086 3.042 -0.718 0.1 -0.1 0.2
N 0.537 4.328 -0.485 0.0 0.1 0.0
C 1.696 4.639 0.348 0.0 0.0 0.0
C 0.366 5.163 -1.678 0.0 0.0 0.0
C -0.224 4.217 -2.724 0.0 -0.1 0.1
N -0.332 2.963 -2.005 -0.1 0.1 -0.2
C -0.818 1.803 -2.697 0.0 0.1 0.0
H 0.391 -3.591 0.883 0.0 0.0 -0.1
H 0.157 -2.049 0.178 0.3 0.0 0.1
H -1.255 -3.073 0.536 0.0 0.0 0.1
H -0.146 -4.109 3.270 0.0 0.0 0.0
H -1.818 -3.595 2.970 0.0 0.0 0.0
H 0.127 -2.540 5.065 0.0 0.0 0.0
H -1.635 -2.710 5.188 0.0 0.0 0.0
H -1.675 -0.427 5.848 0.0 0.0 0.0
H -1.620 0.834 4.634 0.0 0.0 0.0
H -0.117 0.277 5.407 0.0 0.0 0.0
H 0.025 1.556 3.463 0.0 -0.1 0.0
H -1.469 1.751 2.542 0.0 0.0 0.0
H 1.417 2.143 1.710 0.0 0.0 0.0
H 0.133 3.360 1.834 0.0 0.1 -0.1
H 2.300 3.756 0.534 0.0 -0.1 0.0
H 1.418 5.091 1.300 0.0 0.0 0.0
H 2.320 5.356 -0.185 0.0 0.0 0.0
H 1.333 5.550 -1.999 0.0 0.0 0.0
H -0.284 6.013 -1.472 0.0 0.0 0.0
H 0.420 4.107 -3.599 0.0 0.0 0.0
H -1.209 4.538 -3.069 0.0 0.0 0.0
H -0.067 1.408 -3.385 0.0 0.0 0.0
H -1.726 2.045 -3.254 0.0 0.0 0.0
H -1.042 1.043 -1.966 -0.1 -0.3 0.0
C 3.209 -0.666 -0.604 -0.1 0.0 -0.2
C 1.751 -0.374 -0.586 0.2 0.1 0.4
O 1.040 -0.408 -1.664 0.0 -0.1 -0.2
H 3.722 0.116 -1.172 0.0 0.0 0.0
H 3.394 -1.615 -1.115 0.0 0.0 0.0
H 3.625 -0.702 0.399 0.0 0.0 0.0
C -3.177 1.082 -0.066 -0.2 -0.1 0.0
C -4.726 1.112 -0.113 0.0 -0.1 0.0
N -5.251 -0.239 -0.301 0.0 0.0 0.0
C -4.712 -0.796 -1.542 0.0 0.0 0.1
C -3.165 -0.891 -1.464 0.0 0.1 -0.1
N -2.680 -0.310 -0.196 0.2 0.3 0.0
C -3.273 -1.090 0.910 0.0 0.0 0.0
C -4.823 -1.067 0.821 0.0 0.0 -0.1
H -2.796 1.481 0.875 0.0 0.0 0.0
H -2.753 1.682 -0.864 0.1 0.1 -0.1
H -5.084 1.734 -0.934 0.0 0.0 0.0
H -5.142 1.516 0.811 0.0 0.0 0.0
H -5.025 -0.153 -2.366 0.0 0.0 0.0
H -5.159 -1.777 -1.704 0.0 0.0 0.0
H -2.691 -0.362 -2.294 0.0 0.0 0.0
H -2.824 -1.927 -1.504 0.0 0.0 0.0
H -2.921 -0.662 1.851 0.0 0.0 0.0
H -2.906 -2.114 0.843 0.0 0.1 0.0
H -5.265 -0.667 1.735 0.0 0.0 0.0
H -5.220 -2.073 0.676 0.0 0.0 0.0
```
Forces are in eV/Å.

Summary:
Spin multiplicity = 2
Net charge = +1
E_tot = -2242.5185 hartree
⟨S²⟩ = 0.867

---

# 4
The following is a quantum chemistry calculation of one molecule with the formula C5H8N2O2, from the OMol25 dataset.

XYZ file:
```
17
Properties=species:S:1:pos:R:3:forces:R:3
C 1.078 1.264 -0.197 3.5 0.1 0.0
C 0.064 0.187 -0.012 1.4 0.4 -0.6
C -1.296 0.512 0.200 -3.4 -1.3 -2.8
C -1.980 -0.736 0.203 1.6 -0.4 0.9
C 0.270 -1.173 -0.068 -4.7 4.5 0.7
H 2.571 0.786 1.247 0.5 -0.4 7.8
H 3.310 1.431 -0.099 -1.0 -0.5 1.0
H 0.624 1.990 0.455 0.6 1.3 -0.3
H 1.451 1.680 -1.227 -1.7 -0.8 1.6
H -1.603 2.444 0.600 -0.6 -0.6 -2.6
H -2.836 1.967 -0.353 -0.3 -0.8 0.0
H -2.927 -1.295 0.509 1.3 1.7 -0.7
H 2.105 -0.990 -0.214 -1.4 -1.2 -0.2
N 2.558 0.890 0.362 -2.4 0.4 -9.3
N -1.828 1.879 -0.324 2.2 -0.5 4.8
O -0.947 -1.744 0.113 0.4 -0.6 0.0
O 1.370 -1.721 -0.356 3.8 -1.4 -0.1
```
Forces are in eV/Å.

Summary:
Spin multiplicity = 1
SMILES string = NCc1c(N)coc1O
Net charge = 0
E_tot = -455.1863 hartree

---

# 5
The following is a quantum chemistry calculation of one molecule with the formula C4H5NO, from the OMol25 dataset.

XYZ file:
```
11
Properties=species:S:1:pos:R:3:forces:R:3
O 1.861 0.691 -1.529 -0.1 0.1 0.3
C 1.261 1.313 -0.678 -0.2 0.1 -0.2
N 0.539 0.764 0.339 0.0 0.0 -0.1
C 0.302 -0.671 0.399 0.1 -0.1 0.1
C -1.117 -1.009 0.214 -0.5 -0.1 -0.1
C -2.290 -1.245 0.086 0.5 0.1 0.0
H 1.225 2.418 -0.656 0.1 -0.1 0.0
H -0.023 1.373 0.918 0.1 -0.1 -0.2
H 0.922 -1.114 -0.388 -0.2 0.0 0.1
H 0.651 -1.078 1.354 -0.1 0.1 -0.1
H -3.331 -1.441 -0.060 0.2 0.0 0.1
```
Forces are in eV/Å.

Summary:
Spin multiplicity = 1
SMILES string = C#CCNC=O
Net charge = 0
E_tot = -285.3512 hartree

---

# 6
The following is a quantum chemistry calculation of an isolated ion of composition CH3N2O and charge +1, from the OMol25 dataset.

XYZ file:
```
7
Properties=species:S:1:pos:R:3:forces:R:3
C 0.192 -0.077 -0.026 2.2 -0.1 0.8
N 1.199 0.896 -0.094 -2.0 -1.4 -2.0
N -1.068 -0.435 -0.052 -0.8 -0.4 -1.8
O 1.402 -0.613 0.113 -2.3 0.2 -0.2
H 1.530 1.415 0.695 -0.3 0.2 1.4
H -1.801 0.262 -0.380 1.4 -0.7 0.9
H -1.454 -1.449 -0.256 1.7 2.2 0.8
```
Forces are in eV/Å.

Summary:
Spin multiplicity = 1
SMILES string = [NH2+]=C1NO1
Net charge = +1
E_tot = -224.2500 hartree

---

Number 1: maximum force 5.30 eV/A. Number 2: maximum force 5.05 eV/A. Number 3: maximum force 0.59 eV/A. Number 4: maximum force 9.63 eV/A. Number 5: maximum force 0.53 eV/A. Number 6: maximum force 3.14 eV/A.